[1]
Below is a molecular structure, C50H43Br2CsN9O3S2 at a distorted geometry, with properties calculated with wB97M-V/def2-TZVPD.

Summary:
E = -234409.228 eV
Net charge = -1
E_LUMO = 1.58 eV
Orbital gap = 6.34 eV

Structure (XYZ):
```
110
Properties=species:S:1:pos:R:3:forces:R:3
Cs 0.171 -1.750 1.753 0.28 -1.83 -0.89
C -3.772 -3.810 -0.573 -0.12 0.06 0.02
C -3.456 -4.277 -1.845 0.05 0.00 0.01
C -2.143 -4.545 -2.145 0.00 0.11 0.07
C -1.145 -4.342 -1.167 -0.29 0.05 0.11
N -1.460 -3.895 0.060 0.23 -0.04 -0.20
C -2.739 -3.637 0.330 -0.13 -0.01 0.04
N 0.120 -4.716 -1.537 0.30 -0.30 -0.17
C 1.239 -4.282 -1.051 -0.24 0.19 -0.16
N 1.508 -3.298 -0.158 0.18 -0.39 -0.64
C 2.859 -3.181 -0.065 0.08 0.00 0.36
N 3.565 -2.450 0.723 0.48 -0.35 -0.38
C 3.216 -1.322 1.403 0.43 0.49 0.09
C 3.654 -1.173 2.734 -0.09 -0.06 -0.12
C 3.483 0.037 3.366 -0.01 0.02 -0.04
C 2.904 1.093 2.668 0.04 0.02 0.06
C 2.514 0.860 1.362 0.00 0.24 0.04
N 2.642 -0.306 0.737 0.26 -0.17 -0.14
C 3.532 -4.145 -0.980 -0.15 -0.23 -0.23
C 4.854 -4.353 -1.312 0.05 0.04 0.08
C 5.132 -5.295 -2.299 0.04 -0.01 -0.01
C 4.107 -6.003 -2.919 -0.03 -0.03 -0.01
C 2.776 -5.786 -2.575 -0.07 -0.07 -0.01
C 2.509 -4.843 -1.604 0.34 0.11 0.10
H -4.795 -3.587 -0.299 0.02 0.02 0.08
H -4.234 -4.439 -2.582 0.01 0.03 -0.02
H -1.839 -4.911 -3.116 0.02 -0.04 0.01
H -2.945 -3.274 1.336 0.01 0.04 -0.02
H 4.147 -2.005 3.218 -0.03 -0.02 0.00
H 3.831 0.168 4.382 -0.03 0.02 0.04
H 2.776 2.069 3.117 -0.05 0.00 0.01
H 2.087 1.662 0.768 -0.13 -0.03 0.05
H 5.641 -3.792 -0.824 -0.01 0.01 0.00
H 6.158 -5.477 -2.598 0.00 0.00 0.03
H 4.351 -6.726 -3.689 0.01 -0.01 0.01
H 1.973 -6.332 -3.054 -0.03 0.05 -0.01
C -3.530 1.233 4.234 0.09 0.02 -0.05
C -2.786 0.908 2.938 -0.02 -0.27 -0.01
C -3.772 0.415 1.880 0.09 0.04 0.12
O -2.112 2.064 2.478 -0.08 0.08 -0.02
C -1.738 -0.213 3.203 -0.55 0.50 0.50
O -2.140 -1.376 3.400 -0.44 -0.06 0.09
O -0.530 0.132 3.164 -0.52 1.96 1.21
H -4.374 1.893 4.018 0.01 0.04 0.00
H -2.854 1.749 4.917 0.02 -0.07 0.06
H -3.910 0.322 4.699 0.00 -0.03 0.02
H -4.493 1.203 1.649 0.00 0.01 0.00
H -4.291 -0.465 2.259 -0.05 0.00 -0.05
H -3.244 0.147 0.965 -0.03 -0.02 -0.03
H -1.167 1.835 2.564 -0.02 -0.01 -0.04
S -1.192 0.869 -0.703 0.24 0.12 -0.03
C -1.389 2.236 -1.593 -0.39 -0.76 -0.10
N -2.360 2.383 -2.525 0.13 0.20 0.17
C -2.358 3.546 -3.388 0.12 0.18 -0.05
C -0.929 3.863 -3.771 -0.14 -0.13 -0.04
N -0.173 4.107 -2.555 -0.15 -0.32 0.07
C 0.943 5.030 -2.657 0.03 -0.01 0.05
C 1.971 4.537 -3.646 0.01 0.02 -0.10
C 2.390 5.331 -4.705 -0.03 0.01 0.07
C 3.358 4.874 -5.589 0.06 0.01 -0.05
C 3.907 3.612 -5.427 -0.02 0.04 -0.02
C 3.480 2.806 -4.379 0.03 -0.03 0.01
C 2.520 3.266 -3.494 0.00 -0.05 0.04
C -0.427 3.380 -1.437 0.47 0.70 0.18
S 0.258 3.705 0.027 -0.11 -0.06 -0.07
C -3.402 1.386 -2.747 0.02 -0.12 -0.05
C -3.148 0.591 -4.007 0.00 0.09 0.03
C -3.912 0.794 -5.149 -0.01 -0.04 0.02
C -3.649 0.080 -6.311 -0.01 -0.01 -0.04
C -2.611 -0.838 -6.338 -0.02 0.00 -0.03
C -1.843 -1.047 -5.200 0.03 -0.01 0.00
C -2.107 -0.337 -4.040 0.00 -0.04 -0.03
H -2.807 4.407 -2.879 -0.04 -0.01 -0.05
H -2.939 3.320 -4.281 -0.01 -0.03 0.01
H -0.891 4.765 -4.383 0.02 -0.01 -0.01
H -0.503 3.034 -4.347 0.01 0.05 -0.03
H 1.378 5.103 -1.662 -0.03 0.08 0.00
H 0.571 6.017 -2.947 0.01 -0.01 0.00
H 1.963 6.319 -4.837 -0.01 0.00 0.01
H 3.683 5.508 -6.405 0.00 -0.01 -0.01
H 4.666 3.258 -6.112 -0.01 -0.01 0.00
H 3.904 1.819 -4.247 -0.01 0.00 0.01
H 2.198 2.635 -2.672 -0.01 0.01 0.01
H -4.362 1.904 -2.814 0.02 0.03 0.01
H -3.411 0.730 -1.879 -0.05 0.04 0.01
H -4.730 1.507 -5.131 0.00 0.00 0.03
H -4.259 0.240 -7.192 0.02 0.01 -0.01
H -2.401 -1.395 -7.243 -0.01 -0.01 0.00
H -1.040 -1.773 -5.213 0.00 0.01 0.02
H -1.516 -0.504 -3.148 0.00 -0.01 0.01
Br -3.552 -2.422 6.419 -0.12 0.01 -0.03
C -1.709 -2.097 6.226 0.11 0.09 0.19
C -0.848 -3.158 6.031 0.00 -0.01 0.01
C 0.505 -2.866 5.965 0.17 -0.03 0.14
N 1.006 -1.641 6.053 0.04 0.38 -0.06
C 0.153 -0.621 6.194 -0.24 -0.49 0.10
C -1.218 -0.811 6.329 -0.02 0.07 -0.12
C 0.719 0.749 6.204 0.32 0.20 0.02
C 2.083 0.934 6.439 -0.12 -0.05 -0.02
C 2.581 2.214 6.339 0.09 0.00 0.02
Br 4.430 2.527 6.662 -0.13 -0.01 -0.06
C 1.751 3.267 5.999 0.02 -0.01 0.00
C 0.404 2.976 5.834 0.04 0.11 0.08
N -0.108 1.762 5.962 -0.16 -0.20 -0.11
H -1.214 -4.171 5.952 0.03 -0.01 -0.04
H 1.240 -3.659 5.870 -0.10 -0.06 -0.10
H -1.868 0.039 6.469 -0.04 0.02 -0.04
H 2.702 0.084 6.683 0.04 -0.01 -0.05
H 2.132 4.271 5.875 -0.02 0.00 0.01
H -0.298 3.766 5.589 0.03 0.00 0.00
```
Positions in Å, forces in eV/Å.

[2]
Below is a molecular structure, C18H28LuNO8S at a distorted geometry, with properties calculated with wB97M-V/def2-TZVPD.

Summary:
E = -81435.665 eV
Net charge = +2
E_LUMO = -5.00 eV
Orbital gap = 9.98 eV

Structure (XYZ):
```
57
Properties=species:S:1:pos:R:3:forces:R:3
Lu 0.180 -0.130 1.619 3.39 0.57 -0.68
C 1.607 2.842 0.771 0.07 -0.05 -0.12
C 1.094 2.821 2.194 0.00 -0.12 0.07
O 1.354 1.537 2.788 -0.02 0.09 0.08
C 2.704 1.291 3.196 -0.02 0.14 -0.04
C 2.730 -0.127 3.701 -0.03 -0.19 0.01
O 2.095 -1.010 2.748 0.04 0.11 -0.17
C 2.956 -1.835 1.931 -0.07 -0.01 0.14
C 3.235 -1.152 0.623 0.05 0.12 -0.14
O 1.949 -0.902 0.050 -0.11 -0.09 0.07
C 1.932 -0.239 -1.216 0.01 0.04 0.10
C 1.968 1.274 -1.021 0.03 0.00 0.06
O 1.307 1.558 0.214 -0.13 0.09 0.04
H 2.686 3.000 0.724 0.07 0.01 0.00
H 1.116 3.636 0.209 0.00 0.05 -0.05
H 0.012 2.934 2.223 -0.07 0.00 0.05
H 1.549 3.615 2.783 -0.01 0.05 0.08
H 2.971 1.975 4.002 0.05 0.05 0.01
H 3.386 1.444 2.357 0.02 -0.02 -0.04
H 2.161 -0.210 4.624 -0.05 -0.03 0.03
H 3.752 -0.452 3.887 0.03 -0.03 0.03
H 2.402 -2.753 1.746 -0.02 -0.08 0.05
H 3.873 -2.078 2.464 0.02 0.02 0.06
H 3.815 -1.806 -0.030 0.02 -0.01 -0.04
H 3.778 -0.212 0.760 0.04 0.01 -0.01
H 1.015 -0.552 -1.709 -0.06 -0.03 0.03
H 2.776 -0.567 -1.822 0.00 -0.02 -0.07
H 1.458 1.772 -1.847 0.03 0.04 -0.05
H 2.989 1.655 -0.965 0.06 0.00 0.03
C -1.997 -0.544 -6.275 -0.06 -0.02 0.10
C -1.978 -0.611 -4.773 0.03 0.03 -0.13
C -1.531 -1.763 -4.122 -0.02 -0.06 -0.08
C -1.488 -1.836 -2.743 -0.08 0.00 0.01
C -1.917 -0.732 -2.011 0.15 -0.03 -0.09
C -2.385 0.431 -2.623 -0.08 -0.12 -0.02
C -2.410 0.474 -4.004 -0.06 0.03 0.00
S -1.756 -0.756 -0.295 -0.10 0.10 -0.53
O -0.677 -1.670 0.079 -0.24 -0.34 -0.43
O -1.417 0.591 0.183 -0.54 0.08 -0.46
N -3.134 -1.164 0.401 -0.32 0.15 0.50
C -3.789 -0.326 1.451 0.12 -0.22 -0.03
C -3.296 -0.603 2.885 -0.07 -0.08 -0.11
C -1.817 -0.403 2.906 -0.31 0.05 0.66
O -1.031 -1.400 2.765 -0.94 -0.40 0.63
O -1.315 0.764 2.855 -0.77 0.08 0.53
H -1.163 -1.096 -6.705 0.00 0.01 0.02
H -1.959 0.485 -6.628 0.00 -0.01 0.01
H -2.917 -0.991 -6.660 0.01 0.01 0.04
H -1.210 -2.615 -4.708 0.02 0.03 0.01
H -1.132 -2.731 -2.247 0.03 0.06 -0.01
H -2.720 1.279 -2.037 0.06 -0.04 -0.02
H -2.773 1.367 -4.498 0.04 -0.02 0.01
H -3.253 -2.170 0.474 -0.13 0.02 -0.07
H -4.855 -0.518 1.381 -0.05 -0.05 -0.01
H -3.621 0.715 1.196 0.03 0.04 -0.07
H -3.530 -1.618 3.198 -0.03 -0.01 0.00
H -3.776 0.111 3.553 -0.03 0.00 0.00
```
Positions in Å, forces in eV/Å.

[3]
Below is 2 unconnected molecules or ions with the total composition C4H6O4 at a distorted geometry, with properties calculated with wB97M-V/def2-TZVPD.

Summary:
E = -12436.015 eV
Net charge = -2
E_LUMO = 6.50 eV
Orbital gap = 8.09 eV

Structure (XYZ):
```
14
Properties=species:S:1:pos:R:3:forces:R:3
C 0.056 -2.580 -1.655 -0.62 0.53 0.56
C 0.079 -1.833 -3.006 -0.30 -0.22 -0.53
O 1.196 -1.585 -3.502 0.26 0.01 0.06
O -1.051 -1.620 -3.523 0.15 -0.03 0.19
H 0.131 -3.656 -1.825 0.22 -0.02 0.04
H -0.903 -2.383 -1.172 -0.20 -0.19 -0.13
H 0.785 -2.222 -0.925 0.44 -0.21 -0.37
C -0.726 2.310 2.269 0.64 -0.22 -0.86
C 0.833 2.289 2.162 -0.03 -0.21 0.68
O 1.404 2.724 1.148 -0.27 0.25 -0.18
O 1.351 1.774 3.186 0.30 -0.01 0.11
H -1.033 1.304 1.954 -0.17 0.16 0.16
H -1.169 3.029 1.568 -0.07 0.00 0.35
H -0.955 2.451 3.321 -0.37 0.16 -0.07
```
Positions in Å, forces in eV/Å.

[4]
Below is a molecular structure, C2H3O3Pm at a distorted geometry, with properties calculated with wB97M-V/def2-TZVPD.

Summary:
E = -24815.675 eV
Multiplicity = 5
E_LUMO (alpha / beta) = -0.41 / -1.06 eV
Orbital gap (alpha / beta) = 6.04 / 6.07 eV

Structure (XYZ):
```
9
Properties=species:S:1:pos:R:3:forces:R:3
O 1.632 -1.167 0.007 2.06 -0.47 0.24
C 0.762 -0.249 0.085 -0.15 0.94 -1.18
O -0.514 -0.711 0.019 0.11 -0.47 0.30
O 0.989 0.965 0.074 0.15 0.00 0.40
Pm 4.226 -0.503 -0.176 -2.39 -0.22 0.18
C -1.564 0.243 0.002 -0.03 0.33 0.05
H -1.489 0.892 -0.881 0.00 -0.11 0.24
H -2.496 -0.331 -0.038 0.25 0.10 0.01
H -1.547 0.862 0.908 0.00 -0.10 -0.26
```
Positions in Å, forces in eV/Å.

[5]
Below is a molecular structure, C5H11NO, with properties calculated with wB97M-V/def2-TZVPD.

Summary:
E = -8896.764 eV
E_LUMO = 0.36 eV
Orbital gap = 8.67 eV

Structure (XYZ):
```
18
Properties=species:S:1:pos:R:3:forces:R:3
C -1.035 0.511 -1.270 0.00 0.13 -0.25
C -1.345 -0.595 0.572 -0.02 -0.07 0.11
N -0.097 -0.823 0.929 -0.26 0.01 0.07
C 0.480 0.097 1.897 0.09 0.05 0.14
C 0.303 -0.736 -0.697 0.16 -0.03 -0.35
O 0.211 -1.792 -1.292 0.00 0.23 0.18
C 1.525 0.172 -0.750 0.02 0.08 -0.08
H -2.064 0.209 -1.497 0.22 -0.12 0.08
H -0.528 0.565 -2.237 -0.08 0.12 0.06
H -1.057 1.510 -0.819 0.16 -0.10 -0.08
H -1.831 -1.355 -0.031 0.05 0.09 0.12
H -1.970 0.147 1.079 0.08 -0.15 0.01
H 0.087 -0.169 2.881 0.07 0.11 -0.03
H 1.565 -0.027 1.923 -0.19 0.02 0.01
H 0.248 1.156 1.696 0.02 -0.21 0.01
H 1.733 0.331 -1.811 -0.04 -0.01 0.12
H 2.386 -0.340 -0.305 -0.23 -0.02 -0.05
H 1.390 1.140 -0.267 -0.03 -0.12 -0.08
```
Positions in Å, forces in eV/Å.

[6]
Below is 2 unconnected molecules or ions with the total composition C4H10S at a distorted geometry, with properties calculated with wB97M-V/def2-TZVPD.

Summary:
E = -15141.721 eV
E_LUMO = -2.92 eV
Orbital gap = 6.54 eV

Structure (XYZ):
```
15
Properties=species:S:1:pos:R:3:forces:R:3
C 1.683 -0.078 -1.368 -0.99 0.41 0.85
C 1.071 -0.192 0.059 -0.59 0.32 -1.15
C -0.443 0.080 0.000 0.89 -0.15 -0.48
C -1.148 -0.004 1.332 0.57 0.43 -0.11
S -3.822 0.566 0.114 0.73 -0.20 0.47
H 2.754 -0.150 -1.228 0.23 -0.30 -0.69
H 1.427 0.889 -1.815 0.26 0.08 0.24
H 1.209 -0.797 -2.046 0.60 -0.28 0.17
H 1.215 -1.220 0.393 0.32 0.14 0.45
H 1.563 0.558 0.685 0.04 -0.38 0.29
H -0.577 1.045 -0.496 -0.26 -0.01 0.21
H -0.853 -0.684 -0.680 -0.16 0.28 0.23
H -0.979 -0.962 1.806 -0.72 -0.49 -0.15
H -0.874 0.711 2.114 0.06 0.38 -0.49
H -2.226 0.239 1.129 -0.97 -0.23 0.16
```
Positions in Å, forces in eV/Å.

[7]
Below is a single C4H7NO molecule, with properties calculated with wB97M-V/def2-TZVPD.

Summary:
E = -7796.543 eV
E_LUMO (alpha / beta) = -0.01 / -0.01 eV
Orbital gap (alpha / beta) = 7.62 / 7.62 eV

Structure (XYZ):
```
13
Properties=species:S:1:pos:R:3:forces:R:3
C -0.451 -0.485 -1.588 0.14 0.05 -0.24
N -0.003 -0.280 -0.199 -0.40 -0.09 0.25
C -0.417 -1.224 0.620 0.00 0.00 0.12
C 0.522 0.933 0.120 -0.10 0.06 0.01
C 0.770 1.299 1.481 0.07 0.05 -0.03
O 1.027 2.429 1.872 0.04 -0.28 -0.15
H -0.596 -1.551 -1.777 0.17 0.21 0.05
H 0.249 -0.056 -2.300 0.06 0.02 0.07
H -1.420 0.014 -1.657 0.19 -0.04 -0.17
H -0.546 -1.009 1.665 0.29 -0.18 0.09
H -0.618 -2.202 0.212 -0.24 0.17 0.00
H 0.741 1.625 -0.683 -0.28 -0.13 0.02
H 0.723 0.460 2.211 0.08 0.18 -0.03
```
Positions in Å, forces in eV/Å.

[8]
Below is a single C6H13NS molecule at a distorted geometry, with properties calculated with wB97M-V/def2-TZVPD.

Summary:
E = -18756.531 eV
E_LUMO = 0.69 eV
Orbital gap = 8.84 eV

Structure (XYZ):
```
21
Properties=species:S:1:pos:R:3:forces:R:3
C -1.940 1.867 -0.160 -0.29 -2.97 -1.36
C -1.154 0.800 0.666 -0.47 -0.11 0.30
C -0.997 -1.244 -0.529 -0.81 -0.89 0.59
C 1.073 -0.212 0.123 2.96 0.82 -1.31
C 1.579 -1.131 1.292 -0.09 -0.36 -3.55
C 1.749 -0.311 -1.418 -1.68 3.14 3.42
H -2.906 2.126 0.280 -0.21 -0.83 -0.19
H -1.492 2.797 -0.159 1.65 1.82 -0.36
H -2.013 1.448 -1.242 -0.30 0.99 1.84
H -1.846 0.179 1.220 -0.43 0.10 0.10
H -0.545 1.238 1.424 0.69 0.59 0.33
H -0.372 -1.883 -1.154 -0.27 -0.20 0.19
H 1.382 0.800 0.454 -0.35 -0.39 -0.30
H 1.189 -2.168 1.110 0.45 0.88 0.75
H 2.665 -1.072 1.143 -0.16 -0.41 0.61
H 1.270 -0.620 2.162 -0.32 -0.14 1.37
H 2.855 -0.225 -1.422 -0.97 -0.33 -0.28
H 1.228 -1.101 -1.838 0.15 -1.93 -1.31
H 1.164 0.600 -1.795 1.59 -0.99 -0.12
N -0.331 -0.183 -0.070 -2.25 0.97 0.28
S -2.559 -1.703 -0.088 1.13 0.23 -1.00
```
Positions in Å, forces in eV/Å.

> E of number 3 (C4H6O4)?

-12436.015 eV

Repeat the second record exactly.
Below is a molecular structure, C18H28LuNO8S at a distorted geometry, with properties calculated with wB97M-V/def2-TZVPD.

Summary:
E = -81435.665 eV
Net charge = +2
E_LUMO = -5.00 eV
Orbital gap = 9.98 eV

Structure (XYZ):
```
57
Properties=species:S:1:pos:R:3:forces:R:3
Lu 0.180 -0.130 1.619 3.39 0.57 -0.68
C 1.607 2.842 0.771 0.07 -0.05 -0.12
C 1.094 2.821 2.194 0.00 -0.12 0.07
O 1.354 1.537 2.788 -0.02 0.09 0.08
C 2.704 1.291 3.196 -0.02 0.14 -0.04
C 2.730 -0.127 3.701 -0.03 -0.19 0.01
O 2.095 -1.010 2.748 0.04 0.11 -0.17
C 2.956 -1.835 1.931 -0.07 -0.01 0.14
C 3.235 -1.152 0.623 0.05 0.12 -0.14
O 1.949 -0.902 0.050 -0.11 -0.09 0.07
C 1.932 -0.239 -1.216 0.01 0.04 0.10
C 1.968 1.274 -1.021 0.03 0.00 0.06
O 1.307 1.558 0.214 -0.13 0.09 0.04
H 2.686 3.000 0.724 0.07 0.01 0.00
H 1.116 3.636 0.209 0.00 0.05 -0.05
H 0.012 2.934 2.223 -0.07 0.00 0.05
H 1.549 3.615 2.783 -0.01 0.05 0.08
H 2.971 1.975 4.002 0.05 0.05 0.01
H 3.386 1.444 2.357 0.02 -0.02 -0.04
H 2.161 -0.210 4.624 -0.05 -0.03 0.03
H 3.752 -0.452 3.887 0.03 -0.03 0.03
H 2.402 -2.753 1.746 -0.02 -0.08 0.05
H 3.873 -2.078 2.464 0.02 0.02 0.06
H 3.815 -1.806 -0.030 0.02 -0.01 -0.04
H 3.778 -0.212 0.760 0.04 0.01 -0.01
H 1.015 -0.552 -1.709 -0.06 -0.03 0.03
H 2.776 -0.567 -1.822 0.00 -0.02 -0.07
H 1.458 1.772 -1.847 0.03 0.04 -0.05
H 2.989 1.655 -0.965 0.06 0.00 0.03
C -1.997 -0.544 -6.275 -0.06 -0.02 0.10
C -1.978 -0.611 -4.773 0.03 0.03 -0.13
C -1.531 -1.763 -4.122 -0.02 -0.06 -0.08
C -1.488 -1.836 -2.743 -0.08 0.00 0.01
C -1.917 -0.732 -2.011 0.15 -0.03 -0.09
C -2.385 0.431 -2.623 -0.08 -0.12 -0.02
C -2.410 0.474 -4.004 -0.06 0.03 0.00
S -1.756 -0.756 -0.295 -0.10 0.10 -0.53
O -0.677 -1.670 0.079 -0.24 -0.34 -0.43
O -1.417 0.591 0.183 -0.54 0.08 -0.46
N -3.134 -1.164 0.401 -0.32 0.15 0.50
C -3.789 -0.326 1.451 0.12 -0.22 -0.03
C -3.296 -0.603 2.885 -0.07 -0.08 -0.11
C -1.817 -0.403 2.906 -0.31 0.05 0.66
O -1.031 -1.400 2.765 -0.94 -0.40 0.63
O -1.315 0.764 2.855 -0.77 0.08 0.53
H -1.163 -1.096 -6.705 0.00 0.01 0.02
H -1.959 0.485 -6.628 0.00 -0.01 0.01
H -2.917 -0.991 -6.660 0.01 0.01 0.04
H -1.210 -2.615 -4.708 0.02 0.03 0.01
H -1.132 -2.731 -2.247 0.03 0.06 -0.01
H -2.720 1.279 -2.037 0.06 -0.04 -0.02
H -2.773 1.367 -4.498 0.04 -0.02 0.01
H -3.253 -2.170 0.474 -0.13 0.02 -0.07
H -4.855 -0.518 1.381 -0.05 -0.05 -0.01
H -3.621 0.715 1.196 0.03 0.04 -0.07
H -3.530 -1.618 3.198 -0.03 -0.01 0.00
H -3.776 0.111 3.553 -0.03 0.00 0.00
```
Positions in Å, forces in eV/Å.